(1)
{
  "formula": "C31H37N5O5S2TeW",
  "method": "wB97M-V/def2-TZVPD",
  "symbols": ["W", "N", "C", "C", "O", "O", "H", "H", "H", "H", "N", "C", "C", "C", "C", "C", "C", "S", "O", "O", "N", "C", "S", "C", "C", "N", "H", "H", "H", "H", "H", "H", "H", "H", "C", "C", "O", "N", "Te", "C", "C", "C", "C", "C", "C", "C", "C", "C", "C", "C", "C", "C", "C", "C", "C", "C", "C", "H", "H", "H", "H", "H", "H", "H", "H", "H", "H", "H", "H", "H", "H", "H", "H", "H", "H", "H", "H", "H", "H", "H", "H", "H"],
  "positions_angstrom": [[-0.21249, -0.58117, -1.39416], [-0.99778, 1.21476, -2.35960], [-2.12265, 0.91633, -3.26475], [-2.41540, -0.57718, -3.30339], [-3.46352, -1.05681, -3.66709], [-1.30003, -1.28325, -2.91538], [-1.22654, 1.92926, -1.66200], [-0.18805, 1.51362, -2.87351], [-1.98004, 1.25763, -4.30551], [-3.02383, 1.32373, -2.83390], [1.13517, -7.20923, -4.75583], [0.94398, -6.26830, -3.75840], [-0.33084, -5.68397, -3.59062], [-0.57846, -4.81844, -2.56017], [0.44973, -4.55988, -1.64839], [1.72097, -5.06191, -1.80625], [1.95975, -5.92948, -2.82578], [0.16642, -3.53704, -0.24495], [0.89886, -4.08631, 0.82016], [0.71475, -2.17638, -0.59045], [-1.39948, -3.50081, -0.03825], [-2.18495, -2.45729, 0.09491], [-3.85802, -2.57799, 0.50199], [-4.10381, -0.84652, 0.33490], [-2.93654, -0.26613, 0.07394], [-1.86309, -1.12613, -0.04203], [0.53577, -7.12326, -5.55868], [2.04650, -7.49557, -4.96006], [-1.08425, -5.92666, -4.31959], [-1.51688, -4.33149, -2.40732], [2.47306, -4.85405, -1.02823], [2.95638, -6.42599, -2.84503], [-5.10705, -0.32383, 0.46606], [-2.84876, 0.80438, -0.08380], [3.11854, -1.55326, -3.30181], [2.68308, -0.71512, -2.06560], [3.44723, -0.60400, -1.11690], [1.39997, -0.14687, -2.20426], [1.24925, 0.74771, 1.07659], [0.42300, 0.82850, 3.09832], [-0.33851, -0.17967, 3.64179], [-0.68577, -1.39566, 2.85594], [-0.84252, -0.03348, 4.93931], [-0.39830, 1.05657, 5.72937], [-0.79678, 1.13288, 7.17698], [0.55799, 1.93296, 5.21165], [1.02642, 1.80458, 3.91742], [2.04043, 2.75970, 3.39676], [0.59338, 2.68167, 0.42821], [-0.63802, 3.23962, 0.75383], [-1.67172, 2.74237, 1.79124], [-0.90088, 4.52008, 0.19936], [0.01264, 5.20628, -0.59353], [-0.31609, 6.52300, -1.28285], [1.22174, 4.58213, -0.90572], [1.49263, 3.32967, -0.42991], [2.67983, 2.63503, -1.01550], [3.67587, -0.92431, -4.02911], [2.28741, -1.99131, -3.83997], [3.66051, -2.36888, -2.80689], [-1.72334, -1.31845, 2.48328], [-0.59032, -2.29707, 3.45787], [-0.00664, -1.59387, 2.00152], [-1.42048, -0.77104, 5.40312], [-1.71708, 1.74079, 7.23439], [-0.03300, 1.54846, 7.80479], [-1.10453, 0.15832, 7.57509], [0.98338, 2.69775, 5.86760], [2.59911, 3.34152, 4.16498], [1.50906, 3.44328, 2.79955], [2.73649, 2.28027, 2.70981], [-1.72163, 1.65351, 2.01322], [-2.67813, 3.09618, 1.51748], [-1.36898, 3.16854, 2.75945], [-1.80975, 5.03705, 0.36829], [-0.85556, 6.36896, -2.22373], [0.74281, 6.95028, -1.46334], [-0.80673, 7.23082, -0.67967], [1.85855, 5.11472, -1.61386], [3.27708, 3.30083, -1.66985], [2.43161, 1.73159, -1.53198], [3.45784, 2.43270, -0.25157]],
  "e_homo_ev": [-9.6, -10.3],
  "total_charge": 1,
  "spin_multiplicity": 4,
  "gap_ev": [6.8, 3.6],
  "e_tot_ha": -2984.67511,
  "e_above_lowest_kcal_mol": 26.6,
  "lumo_energy_ev": [-2.76, -6.74]
}

=====

(2)
{
  "formula": "C6H11BrS",
  "method": "wB97M-V/def2-TZVPD",
  "symbols": ["C", "C", "C", "C", "C", "C", "S", "Br", "H", "H", "H", "H", "H", "H", "H", "H", "H", "H", "H"],
  "positions_angstrom": [[0.75276, -0.72953, -0.98276], [1.62161, -0.85750, 0.04961], [-1.45693, -0.11978, 0.55269], [1.35541, -1.98198, 1.04132], [2.76276, 0.12530, 0.30101], [-2.50085, 2.56762, -0.04519], [-1.12055, 1.48370, 0.55449], [-3.13757, -0.80622, 0.02212], [0.81805, 0.04195, -1.64951], [0.05912, -1.61143, -1.23368], [2.37152, -2.24066, 1.50215], [1.05837, -2.91354, 0.45175], [0.57164, -1.82625, 1.81783], [3.23824, -0.16053, 1.22146], [2.27508, 1.12117, 0.31229], [3.46916, 0.01779, -0.53539], [-2.20734, 3.47946, -0.32025], [-3.13562, 2.75742, 0.84990], [-3.14448, 2.21723, -0.82417]],
  "e_homo_ev": -8.1,
  "gap_ev": 8.0,
  "e_tot_ha": -3207.25982,
  "e_above_lowest_kcal_mol": 41.1,
  "lumo_energy_ev": -0.07
}

=====

(3)
{
  "formula": "C27H70Br2Cl2O12P",
  "method": "wB97M-V/def2-TZVPD",
  "symbols": ["C", "C", "Br", "C", "Br", "P", "Cl", "C", "C", "O", "C", "C", "O", "Cl", "H", "H", "H", "H", "H", "H", "H", "H", "H", "H", "C", "C", "O", "H", "H", "H", "H", "H", "H", "C", "C", "O", "H", "H", "H", "H", "H", "H", "C", "C", "O", "H", "H", "H", "H", "H", "H", "C", "C", "O", "H", "H", "H", "H", "H", "H", "C", "C", "O", "H", "H", "H", "H", "H", "H", "C", "C", "O", "H", "H", "H", "H", "H", "H", "C", "C", "O", "H", "H", "H", "H", "H", "H", "C", "C", "O", "H", "H", "H", "H", "H", "H", "C", "C", "O", "H", "H", "H", "H", "H", "H", "C", "C", "O", "H", "H", "H", "H", "H", "H"],
  "positions_angstrom": [[3.00884, -1.51238, 3.18446], [3.03227, -0.99075, 1.66933], [4.06292, -2.06918, 0.35857], [2.30456, 0.18678, 1.35699], [2.32522, 0.81886, -0.55323], [1.27881, 1.20411, 2.55487], [1.07726, 3.12476, 1.65608], [-0.50516, 0.57948, 2.79016], [-0.77243, -0.91579, 2.25849], [-1.25119, -1.67855, 3.42046], [2.05704, 1.51962, 4.23926], [3.54802, 2.09332, 4.21777], [4.17148, 2.24246, 5.29860], [4.46338, 2.51511, 2.67861], [3.53398, -0.69055, 3.80909], [3.67882, -2.44661, 3.32143], [1.97473, -1.79106, 3.58139], [-1.20900, 1.27103, 2.17961], [-0.82900, 0.68570, 3.88759], [0.14706, -1.46486, 1.86467], [-1.60081, -0.86825, 1.45551], [-1.49050, -2.57400, 3.06558], [2.01498, 0.57193, 4.90390], [1.37120, 2.28309, 4.78254], [6.51360, -5.55744, -0.46124], [6.65839, -5.54325, 1.04752], [6.42914, -4.23164, 1.55082], [7.22070, -4.86190, -0.92089], [6.69264, -6.55813, -0.86138], [5.51040, -5.23473, -0.75698], [7.66680, -5.84490, 1.33766], [5.94492, -6.22926, 1.51524], [5.53214, -3.97449, 1.29822], [2.14738, 7.11658, -1.02011], [0.90878, 7.33001, -0.17422], [0.35380, 6.07550, 0.21073], [1.90543, 6.53516, -1.91421], [2.57975, 8.07160, -1.32655], [2.90209, 6.55067, -0.46618], [0.14987, 7.87619, -0.73844], [1.14593, 7.90053, 0.72728], [1.02806, 5.60228, 0.71677], [-3.70733, 1.57729, -0.66870], [-2.46129, 1.09895, -1.38326], [-2.07821, -0.18208, -0.89228], [-3.53407, 1.63735, 0.41063], [-4.01166, 2.56192, -1.03191], [-4.53095, 0.87545, -0.82057], [-1.63257, 1.79078, -1.21223], [-2.63243, 1.02475, -2.46096], [-2.81622, -0.78603, -1.05780], [-1.86024, 1.96907, -6.48577], [-2.31842, 1.30581, -5.20261], [-3.43894, 2.00054, -4.66730], [-1.58984, 3.01280, -6.30318], [-0.99675, 1.44917, -6.90655], [-2.66411, 1.97348, -7.22771], [-1.52038, 1.32290, -4.45680], [-2.60274, 0.26368, -5.38008], [-4.14202, 1.97282, -5.32988], [5.05784, -5.20099, 6.72385], [4.42638, -4.70522, 5.43871], [4.36664, -3.28152, 5.43702], [4.48449, -4.85943, 7.58958], [5.10460, -6.29229, 6.74005], [6.07095, -4.80395, 6.83542], [3.40734, -5.08630, 5.34177], [5.00258, -5.03403, 4.56786], [5.27257, -2.95180, 5.51438], [-6.70586, -2.46304, -2.39072], [-5.92852, -1.55070, -1.46411], [-5.10903, -0.66283, -2.21977], [-6.02415, -3.04271, -3.01932], [-7.33409, -3.15179, -1.82268], [-7.34193, -1.88050, -3.06331], [-5.27848, -2.13564, -0.80871], [-6.60579, -0.95879, -0.84043], [-5.69110, -0.14294, -2.79041], [-11.31383, -4.61348, -1.32612], [-10.53370, -3.69802, -0.40377], [-9.71820, -2.81296, -1.16395], [-10.63397, -5.19419, -1.95512], [-11.94025, -5.30224, -0.75430], [-11.95248, -4.03287, -1.99817], [-9.88142, -4.28033, 0.25054], [-11.20897, -3.10494, 0.22087], [-10.30255, -2.29510, -1.73379], [3.06344, 1.01543, -7.18713], [1.66531, 0.85742, -6.62326], [0.85207, 0.12623, -7.53291], [3.03270, 1.53473, -8.14838], [3.69973, 1.58016, -6.50125], [3.52090, 0.03817, -7.36713], [1.20376, 1.83453, -6.46551], [1.68663, 0.32682, -5.66543], [1.26327, -0.73926, -7.65961], [4.29874, 9.79800, 3.28056], [3.05470, 9.10247, 2.76525], [3.37938, 8.27293, 1.65447], [4.75276, 10.40490, 2.49299], [4.06199, 10.44261, 4.13033], [5.05000, 9.06650, 3.59265], [2.31608, 9.83576, 2.43463], [2.60125, 8.48335, 3.54610], [4.02648, 7.62147, 1.95653], [0.22783, -3.96755, -0.30385], [-0.23609, -4.61484, 0.98669], [-1.34781, -3.90105, 1.52332], [0.51261, -2.92588, -0.12922], [1.08372, -4.50195, -0.72292], [-0.57745, -3.95791, -1.04391], [0.56409, -4.60240, 1.73021], [-0.53409, -5.65384, 0.81818], [-2.05517, -3.92386, 0.86446]],
  "e_homo_ev": -11.7,
  "total_charge": 1,
  "gap_ev": 7.5,
  "e_tot_ha": -8382.94778,
  "lumo_energy_ev": -4.14
}

=====

(4)
{
  "formula": "C7H17NO",
  "method": "wB97M-V/def2-TZVPD",
  "symbols": ["C", "C", "C", "C", "C", "C", "C", "H", "H", "H", "H", "H", "H", "H", "H", "H", "H", "H", "H", "H", "H", "H", "H", "H", "N", "O"],
  "positions_angstrom": [[-0.95159, 2.53891, -0.20907], [0.07620, 1.71304, 0.62740], [0.97827, 0.85484, -0.19162], [1.79527, -0.16086, 0.52400], [2.72173, -1.15796, -0.13684], [-1.22659, -1.52051, 0.34666], [-2.52483, -0.90875, -0.19994], [-0.41535, 3.14960, -0.96534], [-1.85799, 2.04346, -0.74891], [-1.49770, 3.34601, 0.45316], [-0.72666, 1.22961, 1.38774], [0.59211, 2.63983, 1.09600], [0.34954, -0.11069, -0.65979], [1.19818, 1.40445, -1.06881], [1.00526, -0.90552, 0.85222], [2.54230, 0.42841, 1.12075], [3.42170, -0.46173, -0.74098], [3.30792, -1.54895, 0.79717], [2.10069, -2.03030, -0.60176], [0.48618, -2.50628, -0.30290], [-1.12864, -2.68935, -1.50625], [-3.49038, -1.30586, -0.89061], [-2.16451, 0.04690, -0.66399], [-3.30603, -0.47242, 0.74253], [-0.33050, -2.16403, -0.59019], [-0.95460, -1.45185, 1.52936]],
  "e_homo_ev": -9.4,
  "gap_ev": 9.8,
  "e_tot_ha": -406.68826,
  "e_above_lowest_kcal_mol": 151.9,
  "lumo_energy_ev": 0.41
}

=====

(5)
{
  "formula": "CH3Br3Si",
  "method": "wB97M-V/def2-TZVPD",
  "symbols": ["C", "Si", "Br", "Br", "Br", "H", "H", "H"],
  "positions_angstrom": [[0.97604, -0.23546, -0.25982], [-0.83585, 0.11157, 0.34541], [2.06546, 1.33346, -0.45218], [-2.01950, -1.53785, -0.53485], [-1.53993, 1.97761, -0.60943], [1.70678, -1.10596, 1.03473], [1.01963, -0.90386, -1.19629], [-1.37263, 0.36049, 1.67242]],
  "e_homo_ev": -10.1,
  "gap_ev": 9.8,
  "e_tot_ha": -8051.43160,
  "e_above_lowest_kcal_mol": 65.3,
  "lumo_energy_ev": -0.28
}